The following is a quantum chemistry calculation of a molecular structure, C11H44F2FeN23O15S2 at a distorted geometry, from the Open Molecules 2025 dataset.

Values from the calculation:
Kohn-Sham gap (spin up / spin down) = 0.190 / 0.168 Ha
2S+1 = 9
F_max = 4.38 eV/A
Net charge = +1

The geometry in XYZ format:
```
98
Properties=species:S:1:pos:R:3:mulliken_charge:R:1
Fe 0.95282 -2.41928 -1.54498 0.204
N 0.16993 -1.05284 -0.36732 1.430
S -1.23838 -0.73236 0.18868 0.196
O -1.84601 0.52251 -0.18395 -1.045
O -1.56300 -1.27372 1.47285 -0.747
F -2.06749 -1.68643 -0.82376 -0.124
S 1.11456 0.47327 0.36909 0.206
O 0.46203 1.50785 1.19317 -0.517
O 2.17241 0.91480 -0.54663 -0.679
F 1.96977 -0.43975 1.41464 -0.087
C 2.14300 4.11599 -2.94088 0.477
O 3.29148 4.49873 -2.83631 -0.640
N 1.48708 3.12632 -2.26959 0.410
N 1.29003 4.77535 -3.82235 -0.337
H 0.72574 2.63985 -2.71879 0.015
H 2.03621 2.66632 -1.55913 -0.096
H 1.57400 5.66448 -4.18698 0.201
H 0.37966 4.42141 -4.04979 0.098
C 3.06922 3.89288 0.92192 0.575
O 2.14584 4.65695 0.55939 -0.849
N 4.27750 3.96397 0.31409 -0.318
N 2.89394 2.88166 1.77150 -0.035
H 4.40147 4.79969 -0.23282 0.227
H 5.06859 3.40106 0.56036 0.179
H 1.96215 2.76387 2.13482 0.125
H 3.61234 2.22429 2.04615 0.150
C -5.55442 -1.73760 3.29886 0.627
O -6.09792 -2.80391 3.51374 -0.642
N -4.19140 -1.58561 3.30821 -0.203
N -6.22633 -0.65172 2.78692 -0.443
H -3.66422 -2.40081 3.55513 0.120
H -3.75180 -0.69242 3.19078 0.127
H -5.70769 0.11564 2.41126 0.190
H -7.18783 -0.91467 2.65273 0.239
C 0.44618 -4.99144 0.28427 0.472
O 0.35243 -3.84300 -0.17301 -0.123
N -0.62747 -5.81393 0.25564 -0.404
N 1.58919 -5.56878 0.70346 -0.383
H -0.57080 -6.72517 0.67333 0.170
H -1.52349 -5.46193 -0.02744 0.224
H 2.41989 -5.00748 0.76651 0.202
H 1.64468 -6.56204 0.82958 0.178
C -1.58981 1.81910 -3.49024 0.589
O -0.57162 1.14884 -3.37902 -0.749
N -2.36498 2.17216 -2.43168 0.106
N -1.98201 2.35688 -4.68981 -0.452
H -3.08473 2.86395 -2.51832 0.231
H -2.20143 1.66208 -1.57303 0.165
H -2.79599 2.94658 -4.74367 0.165
H -1.28169 2.60750 -5.36728 0.276
C 4.05105 -2.06958 -0.77072 0.276
O 2.87351 -2.43494 -0.57830 -0.238
N 4.39807 -0.77484 -0.79576 -0.046
N 5.06431 -2.97065 -0.80847 -0.427
H 5.36794 -0.62767 -1.01825 0.179
H 3.72747 -0.01438 -0.84511 0.081
H 6.06080 -2.88149 -0.73564 0.175
H 4.75043 -3.92162 -0.70942 0.213
C -5.02660 -1.43750 -2.18719 0.645
O -5.58125 -2.49002 -2.47208 -0.699
N -5.04246 -0.93365 -0.91506 -0.205
N -4.54207 -0.56953 -3.13096 -0.236
H -4.55802 -0.08810 -0.66766 0.068
H -5.75544 -1.19843 -0.25938 0.195
H -4.63798 -0.76982 -4.10646 0.193
H -4.23134 0.32023 -2.78575 0.101
C -1.46244 -3.03331 -3.58837 0.418
O -0.56566 -2.77842 -2.76661 -0.499
N -2.65285 -3.55664 -3.26617 -0.293
N -1.26100 -2.90687 -4.92469 -0.425
H -2.86085 -3.83141 -2.32025 0.165
H -3.41139 -3.78432 -3.88611 0.186
H -0.48484 -2.31006 -5.15704 0.258
H -1.92319 -3.29311 -5.56823 0.177
C -1.17382 4.83988 -0.58213 0.549
O -2.23825 4.72103 -1.16501 -0.562
N -0.50532 6.01172 -0.51398 -0.218
N -0.60373 3.89727 0.25103 0.321
H -0.89550 6.86695 -0.87173 0.246
H 0.43899 5.94573 -0.13333 0.213
H 0.42854 3.93181 0.29444 0.223
H -1.12313 3.11180 0.65148 0.227
C 0.08073 -0.16692 4.75265 0.609
O 0.27919 0.80117 4.04423 -0.532
N -0.84301 -1.13600 4.45705 -0.210
N 0.70644 -0.35253 5.96026 -0.445
H -1.09184 -1.26198 3.48636 0.205
H -1.11494 -1.83693 5.12003 0.168
H 1.32576 0.40442 6.19321 0.247
H 0.47702 -1.05069 6.63951 0.152
C 4.56365 -0.24525 3.69486 0.619
O 4.26034 0.86452 3.28121 -0.737
N 5.75708 -0.44483 4.34183 -0.469
N 3.78246 -1.34983 3.57242 -0.262
H 6.42176 0.27539 4.12977 0.234
H 5.90034 -1.27518 4.88122 0.158
H 2.91954 -1.20656 3.07323 0.124
H 3.98989 -2.22797 4.00472 0.175
```